#one
The following is a DFT calculation (ωB97M-V with the def2-TZVPD basis set) of C9H18N2O4 in the gas phase.

Output
SMILES string: CC(C)C[C@H](NC(=O)[C@@H](N)CO)C(=O)O
HOMO level (eV): -9.579

```
! RIJCOSX wB97M-V def2-TZVPD def2/J DEFGRID3
* xyz 0 1
C -4.48 0.07 -1.25
C -3.23 0.33 -0.42
C -2.90 1.83 -0.35
C -2.07 -0.63 -0.75
C -0.64 -0.15 -0.22
N 0.42 -1.13 -0.59
C 1.77 -1.03 -0.68
O 2.52 -2.02 -0.92
C 2.28 0.38 -0.30
N 1.77 0.82 0.96
C 3.81 0.39 -0.45
O 4.25 1.72 -0.19
C -0.85 -0.22 1.31
O -1.58 0.51 1.98
O -0.65 -1.48 1.89
H -4.57 -1.14 -1.68
H -4.52 0.94 -2.24
H -5.29 0.40 -0.37
H -3.61 -0.03 0.50
H -2.04 1.98 0.44
H -2.77 2.22 -1.47
H -3.81 2.33 -0.21
H -1.99 -0.58 -1.91
H -2.30 -1.72 -0.59
H -0.42 0.75 -0.61
H 0.15 -2.11 -0.39
H 1.90 1.08 -1.23
H 2.14 1.77 1.13
H 2.47 0.28 1.72
H 4.04 0.07 -1.42
H 4.13 -0.39 0.33
H 4.09 2.32 -0.87
H -1.27 -1.71 2.81
*
```

#two
The following is a DFT calculation (ωB97M-V with the def2-TZVPD basis set) of a molecular structure, C9H18N2O4.

Output
HOMO level (eV): -9.730

```
! RIJCOSX wB97M-V def2-TZVPD def2/J DEFGRID3
* xyz 0 1
C 2.60 -0.81 0.32
C 1.16 -0.74 1.01
C 3.21 0.42 -0.02
C -1.08 -0.77 0.10
C -1.72 -1.98 -0.21
C -1.77 0.52 -0.42
C -3.13 0.50 0.17
C -0.86 1.66 0.15
C -1.60 2.98 -0.14
H 2.25 -2.58 -0.68
H 3.58 -1.52 -1.24
H 3.32 -1.33 1.08
H 2.54 0.86 -0.91
H 3.23 1.52 0.63
H 5.01 -0.39 0.17
H 0.95 -0.96 -0.99
H -1.31 -0.55 1.22
H -1.94 0.46 -1.52
H -3.55 -0.74 0.11
H -3.18 1.11 1.31
H -3.92 1.19 -0.65
H -0.21 1.42 1.27
H 0.19 1.64 -0.63
H -0.57 3.78 -0.52
H -2.36 2.85 -1.28
H -2.41 3.27 0.88
H -2.65 -3.67 0.53
N 2.57 -1.52 -0.81
N 0.25 -0.79 -0.04
O 1.10 -0.60 2.26
O 4.50 0.04 -0.63
O -2.02 -2.40 -1.43
O -2.19 -2.85 0.91
*
```

#three
The following is a DFT calculation (ωB97M-V with the def2-TZVPD basis set) of a molecular structure, C9H18N2O4.

Output
HOMO level (eV): -9.729

```
! RIJCOSX wB97M-V def2-TZVPD def2/J DEFGRID3
* xyz 0 1
C 1.81 0.36 -1.29
C 0.26 0.15 -1.26
C 2.16 1.78 -0.72
C 2.10 2.08 0.77
C 3.60 2.11 -1.03
C -1.22 -1.08 0.32
C -2.09 0.19 0.57
C -1.11 -1.69 1.71
C -2.28 -2.70 2.09
H 1.21 1.52 -2.74
H 1.36 -0.18 -3.32
H 2.61 -0.28 -0.96
H 1.47 2.39 -1.47
H 1.12 1.50 1.20
H 2.03 3.15 0.98
H 2.97 1.46 1.39
H 4.24 1.37 -0.58
H 3.73 1.71 -2.05
H 3.93 3.08 -0.73
H 0.89 -1.08 0.37
H -2.01 -1.71 -0.23
H -0.83 -0.95 2.53
H 0.05 -3.11 0.95
H -2.11 -3.08 3.10
H -2.38 -3.78 1.46
H -3.34 -2.23 2.19
H -4.04 0.62 0.73
N 2.13 0.68 -2.76
N 0.04 -1.04 -0.45
O -0.57 0.88 -1.85
O -1.59 1.37 0.80
O 0.00 -2.62 1.94
O -3.52 -0.28 0.70
*
```

Most stable: #one

#one
The following is a DFT calculation (ωB97M-V with the def2-TZVPD basis set) of 2 unconnected molecules or ions with the total composition C3H8NO2.

Output
HOMO level (eV): -4.070

```
! RIJCOSX wB97M-V def2-TZVPD def2/J DEFGRID3
* xyz -1 1
N -1.57 0.14 -0.39
C 0.40 1.17 -1.41
C -0.49 -0.07 -1.36
H -2.17 -0.69 -0.35
H -1.17 0.25 0.55
H -0.20 2.06 -1.67
H 1.19 1.05 -2.16
H 0.87 1.34 -0.43
H -0.96 -0.22 -2.35
H 0.14 -0.95 -1.14
O 0.59 0.17 2.55
O 0.41 -2.09 2.36
C 0.98 -1.02 2.67
H 1.99 -1.13 3.13
*
```

#two
The following is a DFT calculation (ωB97M-V with the def2-TZVPD basis set) of a molecular structure, C3H8NO2.

Output
HOMO level (alpha / beta) (eV): -2.605 / -1.948

```
! RIJCOSX wB97M-V def2-TZVPD def2/J DEFGRID3
* xyz -1 1
C 0.12 -1.39 1.75
C -0.63 1.38 -1.90
C 0.79 -0.82 0.57
N -1.09 0.99 -0.57
O -0.19 1.33 0.37
O 0.39 -1.00 -0.65
H -0.97 -1.14 1.74
H -0.04 -2.42 1.66
H 0.52 -1.01 2.65
H -1.32 0.79 -2.51
H -0.57 2.48 -2.21
H 0.43 0.91 -2.13
H 1.92 -0.66 0.69
H 0.64 0.57 0.52
*
```

#three
The following is a DFT calculation (ωB97M-V with the def2-TZVPD basis set) of a molecular structure, C3H8NO2.

Output
HOMO level (eV): -3.010

```
! RIJCOSX wB97M-V def2-TZVPD def2/J DEFGRID3
* xyz -1 1
C 0.14 -0.36 0.08
C 1.06 -0.59 1.31
O 2.16 -1.47 1.06
N -0.74 0.75 0.35
C -1.33 1.17 -1.42
O -0.99 0.44 -2.41
H 0.81 -0.17 -0.76
H -0.38 -1.29 -0.16
H 0.41 -1.06 2.05
H 1.40 0.39 1.64
H 2.33 -1.50 0.12
H -1.67 0.46 0.62
H -0.82 2.13 -1.31
H -2.40 1.10 -1.16
*
```

Most stable: #one